This record from the Open Molecules 2025 dataset describes a 2-piece molecular cluster, C3H3NO2 overall in a non-equilibrium geometry. The level of theory is wB97M-V/def2-TZVPD.

The calculation puts the HOMO-LUMO gap at 10.5 eV. The calculation puts the energy above the lowest of the compared OMol25 structures with the same formula, charge and spin at 43.05 kcal per mole. The total energy is -321.30904 Eh.

Geometry as ORCA input:
```
! wB97M-V def2-TZVPD RIJCOSX def2/J DEFGRID3
* xyz 0 1
N 0.61487 -0.76833 -0.89745
H -1.13334 -1.80128 -1.07042
H 2.49666 -0.30065 -0.11348
O -1.55861 2.77070 0.66547
C -1.73479 1.65292 0.56689
C -0.45089 -1.25862 -0.41521
O 1.05510 0.89057 0.66247
H -0.72341 -1.16884 0.64110
C 1.43441 -0.01648 -0.03937
*
```

This record from the Open Molecules 2025 dataset describes the molecule C6H8OS in a non-equilibrium geometry. The level of theory is wB97M-V/def2-TZVPD.

The calculation puts the HOMO-LUMO gap at 8.9 eV. Its SMILES is CO[C@@H]1[C@@H]2C=C[C@H]1S2. The calculation puts the energy above the lowest of the compared OMol25 structures with the same formula, charge and spin at 82.81 kcal per mole. The total energy is -706.71419 Eh.

Geometry as ORCA input:
```
! wB97M-V def2-TZVPD RIJCOSX def2/J DEFGRID3
* xyz 0 1
C -0.59484 -0.39738 -0.35468
S 1.75038 -0.89589 0.14341
O -1.83097 0.09559 -0.63568
H -2.87386 -1.31638 0.12842
H 1.13268 -0.05215 -2.08524
C 0.70832 0.09293 -1.09656
H 0.93927 2.38043 -0.98825
H -0.69780 -1.50988 -0.43803
H 0.50151 2.09755 1.66002
C 0.51338 1.33806 0.81879
C 0.88122 1.43921 -0.44073
H -3.63774 0.15994 0.11090
C -2.77337 -0.30331 0.30708
C 0.20051 -0.09272 0.95486
H -2.27659 -0.22070 1.37531
H -0.05720 -0.43000 1.89516
*
```

This record from the Open Molecules 2025 dataset describes C37H51BN7O5PSV as an isolated structure. The level of theory is wB97M-V/def2-TZVPD.

The calculation puts the HOMO-LUMO gap (alpha / beta) at 7.6 / 8.0 eV. Its expectation value of S² is 2.03. The calculation puts the energy above the lowest of the compared OMol25 structures with the same formula, charge and spin at 0.00 kcal per mole. The total energy is -3908.32109 Eh.

Geometry as ORCA input:
```
! wB97M-V def2-TZVPD RIJCOSX def2/J DEFGRID3
* xyz 1 3
H 1.28229 -3.83242 2.68848
C -2.51931 3.95815 0.71052
C -2.52792 2.49120 1.07318
C -0.88350 -3.18171 -2.26904
H 0.13134 -2.98506 -2.61945
H -1.31693 0.58371 2.96614
C -0.59761 0.40737 -3.60186
C 3.61489 -5.56795 -0.71128
H 1.28916 0.36362 -4.64103
H 2.42929 -1.60477 3.05039
H -2.52077 -2.10038 -0.08623
C -3.06087 0.48937 -2.07171
H -3.38416 4.45574 1.14814
H 0.79692 -1.42816 6.65241
H 2.19990 -1.94580 7.58840
H -0.86144 -3.25246 -1.18223
C -1.86160 -2.11638 -2.76797
H -2.83809 -2.31581 -2.31007
N 3.58191 1.99094 -2.72312
H -2.42533 -3.24885 -4.50221
N 3.24747 0.29827 0.66578
H 1.44999 0.05440 -2.91119
C 2.39571 4.39776 -0.42900
C -0.91347 -2.96095 3.24394
P -1.43100 -0.40174 -2.15811
C 0.75717 1.14893 3.01539
C -3.87144 0.53016 -3.36692
O 2.25491 -1.74714 -1.24507
N -1.11209 -1.54935 1.31508
H 0.82882 -1.20061 -3.98041
C -1.95417 -3.75663 2.79268
H 4.43073 -2.85893 -2.63024
C -0.80725 1.65270 4.75339
H -0.65460 2.47324 0.43333
H -2.29908 -4.59207 3.38793
H 3.93482 -6.58638 -0.54025
H -2.55234 4.09516 -0.37098
H 2.58209 -3.82589 5.96888
C 1.48579 2.34964 5.00564
C 1.75040 1.76885 3.77472
H 5.12910 -5.21419 -2.18096
C -0.30708 -3.13910 4.61190
H 2.42269 -1.31071 5.95421
H 0.97718 -3.91236 6.69766
H -0.00892 2.33873 -4.33703
O 0.84457 1.27653 -0.91141
C 2.50640 0.76421 1.67733
C 2.17103 -3.76451 -0.25955
C 2.84238 -2.99410 -1.19002
C 2.08413 3.08521 -0.91972
C 2.53020 -5.06668 0.00571
H -3.33051 -4.06156 1.16347
S 3.28218 1.65461 2.95322
C 4.29228 -4.78904 -1.64459
C 1.76986 -1.91371 6.58735
H -1.17953 -4.15808 -2.65680
C 2.90658 2.48683 -1.93802
H -1.80976 1.59400 5.15541
H -3.29078 0.85751 -4.22749
C 2.91902 -2.55653 3.26154
B 1.19380 -1.76708 -0.32906
H -2.51349 2.35867 2.15502
C -3.94839 -0.02289 -0.93972
O -1.04365 -3.05905 5.58071
C -0.64601 1.93654 -3.54766
C -2.53259 -3.45695 1.57015
N 2.65019 5.43963 -0.02159
H -1.06144 -2.18259 -4.79096
H -1.18072 0.09827 -4.47230
H -2.74959 1.50771 -1.81554
C 0.82440 -0.12733 -3.78426
H -1.62401 4.44945 1.09793
O 1.15576 -3.01985 0.29921
N 1.20709 0.58851 1.80502
H -1.65245 2.31611 -3.72023
C -0.53697 1.08350 3.52113
O -1.38462 1.82608 0.49246
H -3.40915 1.99242 0.67552
H -4.70598 1.22395 -3.24879
N 1.08103 2.47355 -0.40325
C -2.08558 -2.35471 0.86765
H 1.99431 -5.66975 0.72578
H 2.42023 -4.57777 3.79363
H 2.82281 -0.11824 -0.15246
H -2.69811 -1.52571 -4.72325
H -4.83674 0.60593 -0.85547
H -0.29286 2.33542 -2.59850
H -4.30216 -1.03784 -1.13552
H -3.44233 -0.01561 0.02563
H 3.50848 -2.83917 2.38753
C 1.89784 -3.64409 3.56605
H 2.27027 2.82961 5.57438
C -2.02467 -2.25757 -4.28472
H 4.22072 0.54423 0.60214
C 1.61587 -3.32496 6.03803
H -4.29765 -0.44773 -3.59242
C -0.53279 -1.87975 2.47686
V -0.08440 -0.04327 0.10532
C 0.19134 2.28830 5.48874
H 3.60434 -2.40777 4.09635
N 1.02690 -3.33874 4.69676
C 3.91479 -3.47353 -1.90597
H 0.27416 -1.24765 2.80921
H -0.04250 2.72602 6.44888
*
```

> What is the energy above the lowest of the compared OMol25 structures with the same formula, charge and spin in the first record?

43.05 kcal per mole

> Which of these has the lowest energy above the lowest of the compared OMol25 structures with the same formula, charge and spin?

C37H51BN7O5PSV